16
Properties=species:S:1:pos:R:3 method="wB97M-V/def2-TZVPD" total_charge=+1 homo_lumo_gap_ev=11.03 homo_energy_ev=-14.103 energy_ev=-17638.267
C 0.404 -2.018 0.084
C -0.133 1.769 -0.388
C -0.050 0.453 0.572
N -0.190 -0.682 -0.371
O 0.624 1.352 -1.478
S -0.828 0.199 2.106
H -0.133 -2.479 0.888
H 0.294 -2.757 -0.714
H 1.450 -2.017 0.252
H -1.172 2.097 -0.623
H 0.246 2.486 0.263
H 1.011 0.412 0.859
H -1.205 -0.964 -0.343
H 0.199 -0.361 -1.281
H 1.528 1.692 -1.565
H -2.047 0.818 1.738